The following is a quantum chemistry calculation of the ion C4H13N3 with charge +1 at a distorted geometry, from OMol25.

Positions of all 20 atoms, in Å:
C (-0.117, 0.243, 0.178)
N (0.727, 0.109, -1.072)
C (1.990, 0.768, -0.727)
N (2.362, 0.808, 0.693)
C (-1.507, -0.234, 0.175)
C (-1.674, -1.222, -0.952)
N (-1.871, -0.675, 1.593)
H (0.008, 1.214, 0.789)
H (0.382, -0.434, 0.950)
H (0.316, 0.680, -1.826)
H (1.634, 1.907, -0.775)
H (2.840, 0.666, -1.420)
H (2.486, -0.183, 0.953)
H (3.052, 1.497, 0.905)
H (-2.122, 0.586, -0.186)
H (-2.805, -1.522, -1.113)
H (-1.197, -0.767, -1.892)
H (-0.979, -2.081, -0.674)
H (-1.479, 0.143, 2.139)
H (-2.807, -0.726, 1.611)

As for the largest force on an atom: 0.1312 Eh/bohr. The net charge is +1. As for the multiplicity: 2. As for the energy above the lowest of the compared OMol25 structures with the same formula, charge and spin: 285.6 kJ/mol. For the HOMO-LUMO gap (alpha / beta), the calculation gives 10.072 / 4.963 eV.

---

The following is a quantum chemistry calculation of a cluster of 2 separate species, C3H12NO2 in total at a distorted geometry, from OMol25.

Positions of all 18 atoms, in Å:
O (0.812, -2.435, -0.252)
C (-0.437, -2.290, 0.390)
C (-0.324, -0.998, 1.213)
N (0.180, 0.118, 0.308)
C (0.775, 1.282, 1.063)
H (0.904, -3.202, -0.828)
H (-0.590, -3.042, 1.179)
H (-1.269, -2.376, -0.307)
H (-1.330, -0.658, 1.458)
H (0.355, -1.084, 2.049)
H (0.900, -0.233, -0.308)
H (-0.615, 0.423, -0.252)
H (1.836, 1.073, 1.149)
H (0.662, 2.147, 0.409)
H (0.260, 1.486, 1.992)
H (0.030, 3.450, -3.147)
H (-1.412, 3.296, -3.361)
O (-0.735, 3.042, -2.754)

As for the largest force on an atom: 0.0416 Eh/bohr. The net charge is +1. As for the multiplicity: 1. As for the energy above the lowest of the compared OMol25 structures with the same formula, charge and spin: 89.0 kJ/mol. For the HOMO-LUMO gap, the calculation gives 11.643 eV.

---

The following is a quantum chemistry calculation of an isolated molecule of C4H6O at a distorted geometry, from OMol25.

Positions of all 11 atoms, in Å:
C (1.346, -1.256, -0.265)
C (0.328, -0.904, 0.535)
C (-0.260, 0.429, 0.207)
C (-1.585, 0.674, 0.133)
O (0.654, 1.352, -0.304)
H (1.597, -2.295, -0.463)
H (2.050, -0.448, -0.495)
H (-0.018, -1.493, 1.393)
H (-1.931, 1.678, 0.448)
H (-2.265, 0.212, -0.555)
H (0.083, 2.052, -0.634)

As for the largest force on an atom: 0.0417 Eh/bohr. As for the multiplicity: 1. As for the energy above the lowest of the compared OMol25 structures with the same formula, charge and spin: 284.3 kJ/mol. For the HOMO-LUMO gap, the calculation gives 7.940 eV.

---

The following is a quantum chemistry calculation of a cluster of 2 separate species, C2H2N2O4 in total at a distorted geometry, from OMol25.

Positions of all 10 atoms, in Å:
C (-0.744, -0.640, -0.135)
C (1.428, -0.244, 0.005)
H (-2.775, -0.693, -0.347)
H (-1.035, 2.548, 0.449)
N (0.360, -1.211, 0.277)
N (-0.582, 0.732, -0.538)
O (-1.875, -1.204, -0.071)
O (2.594, -0.210, 0.213)
O (0.784, 0.978, -0.450)
O (-1.346, 1.288, 0.621)

As for the largest force on an atom: 0.1358 Eh/bohr. As for the multiplicity: 1. As for the energy above the lowest of the compared OMol25 structures with the same formula, charge and spin: 352.3 kJ/mol. For the HOMO-LUMO gap, the calculation gives 9.908 eV.

---

The following is a quantum chemistry calculation of a structure of composition C12H15BCl2N6O2Zr at a distorted geometry, from OMol25.

Positions of all 39 atoms, in Å:
H (2.394, -1.009, -2.529)
N (0.538, -0.303, -1.838)
B (-1.921, 0.141, -1.291)
N (-0.776, -0.521, -2.124)
C (-0.825, -1.494, -3.047)
Zr (0.682, 0.802, 1.129)
H (-1.780, -1.852, -3.406)
C (0.480, -1.853, -3.386)
H (0.768, -2.581, -4.116)
C (1.324, -1.074, -2.611)
H (-2.958, 0.098, -1.892)
C (0.625, 1.172, 3.267)
H (1.571, 0.870, 3.738)
H (-0.187, 0.576, 3.706)
H (0.448, 2.228, 3.501)
N (-1.529, 1.607, -0.922)
N (-1.998, -0.631, 0.076)
N (-0.404, 1.845, -0.139)
N (-0.940, -0.637, 0.976)
C (-2.121, 2.770, -1.196)
C (-2.975, -1.424, 0.540)
H (-3.049, 2.793, -1.747)
H (-3.884, -1.555, -0.033)
C (-1.366, 3.809, -0.641)
C (-2.571, -1.963, 1.762)
C (-0.296, 3.226, 0.017)
C (-1.292, -1.468, 2.006)
H (-1.570, 4.860, -0.713)
H (-3.131, -2.631, 2.390)
H (0.533, 3.660, 0.557)
H (-0.614, -1.631, 2.838)
H (0.861, 0.563, -1.410)
Cl (4.266, -0.722, 2.851)
C (4.026, -1.582, 1.307)
Cl (2.812, -2.891, 1.425)
C (3.474, -0.647, 0.237)
O (3.973, -0.644, -0.875)
O (2.433, 0.077, 0.625)
H (4.979, -1.986, 0.968)

As for the largest force on an atom: 0.0974 Eh/bohr. The net charge is +2. As for the multiplicity: 1. As for the energy above the lowest of the compared OMol25 structures with the same formula, charge and spin: 52.6 kJ/mol. For the HOMO-LUMO gap, the calculation gives 8.457 eV.

---

The following is a quantum chemistry calculation of an isolated molecule of CClFOS at a distorted geometry, from OMol25.

Positions of all 5 atoms, in Å:
C (0.433, 0.244, -0.046)
O (-1.444, -1.273, -0.019)
F (0.960, 1.510, -0.008)
S (-1.209, 0.139, 0.037)
Cl (1.633, -0.914, 0.013)

As for the largest force on an atom: 0.0621 Eh/bohr. As for the multiplicity: 1. As for the energy above the lowest of the compared OMol25 structures with the same formula, charge and spin: 151.6 kJ/mol. For the HOMO-LUMO gap, the calculation gives 8.856 eV.

---

The following is a quantum chemistry calculation of a structure of composition C12H40BBaO16P4 at a distorted geometry, from OMol25.

Positions of all 74 atoms, in Å:
Ba (-3.105, 0.035, 0.301)
B (-4.043, 3.984, 1.267)
H (-4.860, 3.305, 1.458)
H (-3.419, 3.922, 2.146)
H (-3.475, 3.676, 0.403)
H (-4.461, 4.959, 1.070)
C (0.932, 5.284, -3.332)
O (2.139, 4.761, -2.814)
P (2.429, 3.222, -2.356)
O (1.344, 2.624, -1.468)
O (2.741, 2.459, -3.726)
C (3.339, 3.088, -4.908)
O (3.923, 3.429, -1.662)
C (4.091, 4.190, -0.534)
H (0.116, 4.564, -3.274)
H (1.106, 5.588, -4.364)
H (0.815, 6.223, -2.790)
H (3.383, 4.167, -4.756)
H (2.938, 2.779, -5.873)
H (4.339, 2.656, -4.908)
H (4.903, 3.742, 0.038)
H (3.185, 4.298, 0.063)
H (4.435, 5.172, -0.858)
C (-3.352, -4.212, -6.256)
O (-3.322, -2.894, -6.792)
P (-2.416, -1.776, -6.024)
O (-2.660, -1.785, -4.580)
O (-0.916, -2.171, -6.462)
C (-0.625, -2.388, -7.859)
O (-2.767, -0.498, -6.996)
C (-2.182, 0.825, -6.612)
H (-2.869, -4.245, -5.279)
H (-2.816, -4.894, -6.917)
H (-4.387, -4.548, -6.195)
H (0.429, -2.148, -7.995)
H (-1.187, -1.668, -8.453)
H (-0.924, -3.368, -8.230)
H (-1.826, 1.462, -7.422)
H (-1.344, 0.780, -5.916)
H (-2.999, 1.464, -6.276)
C (2.968, -3.867, -1.478)
O (3.257, -3.532, -0.103)
P (2.047, -3.657, 0.984)
O (0.788, -2.965, 0.592)
O (1.907, -5.245, 1.354)
C (0.690, -5.749, 1.976)
O (2.689, -3.131, 2.345)
C (3.363, -1.855, 2.368)
H (3.487, -4.790, -1.736)
H (3.413, -3.006, -1.976)
H (1.923, -3.962, -1.775)
H (-0.201, -5.150, 1.786)
H (0.781, -6.024, 3.026)
H (0.399, -6.690, 1.511)
H (2.929, -1.111, 1.700)
H (4.416, -2.071, 2.186)
H (3.175, -1.478, 3.373)
C (-0.971, -1.814, 7.601)
O (-1.179, -0.547, 8.173)
P (-1.903, 0.696, 7.276)
O (-2.128, 0.519, 5.804)
O (-1.130, 2.028, 7.767)
C (0.261, 1.963, 8.157)
O (-3.295, 0.863, 8.105)
C (-3.411, 1.237, 9.503)
H (-0.065, -1.765, 6.999)
H (-1.770, -2.234, 6.990)
H (-0.868, -2.625, 8.323)
H (0.731, 2.935, 8.005)
H (0.808, 1.329, 7.460)
H (0.485, 1.675, 9.185)
H (-4.452, 1.258, 9.828)
H (-2.921, 2.184, 9.727)
H (-2.854, 0.520, 10.105)

As for the largest force on an atom: 0.1017 Eh/bohr. The net charge is +1. As for the multiplicity: 1. As for the energy above the lowest of the compared OMol25 structures with the same formula, charge and spin: 1071.5 kJ/mol. For the HOMO-LUMO gap, the calculation gives 5.268 eV.

---

The following is a quantum chemistry calculation of an isolated molecule of C3H3O3P at a distorted geometry, from OMol25.

Positions of all 10 atoms, in Å:
C (-1.906, -0.046, -0.535)
C (-0.432, -0.179, -0.325)
C (-2.803, 0.819, -0.136)
O (-3.759, 1.393, 0.130)
O (0.200, 0.803, 0.012)
O (2.948, 0.138, -0.168)
P (2.080, 1.366, -0.097)
H (-2.261, -0.803, -1.208)
H (-0.020, -1.190, -0.516)
H (1.872, 1.898, 1.373)

As for the largest force on an atom: 0.1912 Eh/bohr. As for the multiplicity: 3. As for the energy above the lowest of the compared OMol25 structures with the same formula, charge and spin: 288.5 kJ/mol. For the HOMO-LUMO gap (alpha / beta), the calculation gives 5.697 / 5.824 eV.

---

Repeat the fifth record exactly.
The following is a quantum chemistry calculation of a structure of composition C12H15BCl2N6O2Zr at a distorted geometry, from OMol25.

Positions of all 39 atoms, in Å:
H (2.394, -1.009, -2.529)
N (0.538, -0.303, -1.838)
B (-1.921, 0.141, -1.291)
N (-0.776, -0.521, -2.124)
C (-0.825, -1.494, -3.047)
Zr (0.682, 0.802, 1.129)
H (-1.780, -1.852, -3.406)
C (0.480, -1.853, -3.386)
H (0.768, -2.581, -4.116)
C (1.324, -1.074, -2.611)
H (-2.958, 0.098, -1.892)
C (0.625, 1.172, 3.267)
H (1.571, 0.870, 3.738)
H (-0.187, 0.576, 3.706)
H (0.448, 2.228, 3.501)
N (-1.529, 1.607, -0.922)
N (-1.998, -0.631, 0.076)
N (-0.404, 1.845, -0.139)
N (-0.940, -0.637, 0.976)
C (-2.121, 2.770, -1.196)
C (-2.975, -1.424, 0.540)
H (-3.049, 2.793, -1.747)
H (-3.884, -1.555, -0.033)
C (-1.366, 3.809, -0.641)
C (-2.571, -1.963, 1.762)
C (-0.296, 3.226, 0.017)
C (-1.292, -1.468, 2.006)
H (-1.570, 4.860, -0.713)
H (-3.131, -2.631, 2.390)
H (0.533, 3.660, 0.557)
H (-0.614, -1.631, 2.838)
H (0.861, 0.563, -1.410)
Cl (4.266, -0.722, 2.851)
C (4.026, -1.582, 1.307)
Cl (2.812, -2.891, 1.425)
C (3.474, -0.647, 0.237)
O (3.973, -0.644, -0.875)
O (2.433, 0.077, 0.625)
H (4.979, -1.986, 0.968)

As for the largest force on an atom: 0.0974 Eh/bohr. The net charge is +2. As for the multiplicity: 1. As for the energy above the lowest of the compared OMol25 structures with the same formula, charge and spin: 52.6 kJ/mol. For the HOMO-LUMO gap, the calculation gives 8.457 eV.

---

Q: Look up the multiplicity of the seventh one.
A: 1

---

Please write out number 4 again, unchanged.
The following is a quantum chemistry calculation of a cluster of 2 separate species, C2H2N2O4 in total at a distorted geometry, from OMol25.

Positions of all 10 atoms, in Å:
C (-0.744, -0.640, -0.135)
C (1.428, -0.244, 0.005)
H (-2.775, -0.693, -0.347)
H (-1.035, 2.548, 0.449)
N (0.360, -1.211, 0.277)
N (-0.582, 0.732, -0.538)
O (-1.875, -1.204, -0.071)
O (2.594, -0.210, 0.213)
O (0.784, 0.978, -0.450)
O (-1.346, 1.288, 0.621)

As for the largest force on an atom: 0.1358 Eh/bohr. As for the multiplicity: 1. As for the energy above the lowest of the compared OMol25 structures with the same formula, charge and spin: 352.3 kJ/mol. For the HOMO-LUMO gap, the calculation gives 9.908 eV.